This record from the Open Molecules 2025 dataset describes a single C4H7NS2 molecule. The level of theory is the ωB97M-V functional and the def2-TZVPD basis.

Values from the calculation:
Energy above the lowest of the compared OMol25 structures with the same formula, charge and spin (kcal per mole): 183.33
Max |F| (hartree/bohr): 0.108
Lowest unoccupied orbital energy (alpha / beta) (eV): -2.88 / -2.92
Kohn-Sham gap (alpha / beta) (eV): 3.92 / 3.85
Total charge: 0
E_HOMO (alpha / beta) (eV): -6.8 / -6.8

```
14
C4H7NS2 | the Open Molecules 2025 dataset | the ωB97M-V functional and the def2-TZVPD basis
S -1.33837 2.01268 -0.13567
H -2.77137 -0.28250 -0.26629
H -0.30730 -0.34245 -2.46670
C -1.40086 -0.25007 -2.18138
H 2.29020 1.16819 0.58166
C 1.21957 -0.86552 2.03350
H -2.09051 0.37639 -2.66691
C 0.67491 -0.26052 0.96149
N -0.47681 -0.79940 0.35898
H 2.07963 -0.55822 2.43969
H 1.23107 0.84786 -0.76512
C 1.44011 0.68635 0.22962
H 0.87440 -1.79845 2.32897
S -1.42468 0.06567 -0.45184
```

The net atomic charges from Mulliken, expressed in e, are: -0.25, 0.21, 0.17, -0.83, 0.29, -0.81, 0.34, 0.88, -0.52, 0.35, 0.33, -0.74, 0.33, 0.25



This record from the Open Molecules 2025 dataset describes a molecular structure, C4H7O. The level of theory is the ωB97M-V functional and the def2-TZVPD basis.

Values from the calculation:
Energy above the lowest of the compared OMol25 structures with the same formula, charge and spin (kcal per mole): 56.96
Max |F| (hartree/bohr): 0.141
Lowest unoccupied orbital energy (eV): -3.42
Kohn-Sham gap (eV): 12.16
Total charge: +1
E_HOMO (eV): -15.6

```
12
C4H7O | the Open Molecules 2025 dataset | the ωB97M-V functional and the def2-TZVPD basis
H 2.20902 -0.64864 0.49455
C -0.65583 -0.95482 0.18802
H -0.47845 2.32620 0.12942
H -0.46144 -1.67469 -0.66842
C -1.63534 0.16546 -0.21024
C 1.59453 0.09378 -0.09480
C -0.73717 1.02202 0.18964
O 0.24027 0.11437 0.53557
H 1.78619 1.07299 0.19449
H -0.89617 -1.40704 1.07024
H 1.66546 -0.30755 -1.12351
H -2.63106 0.19791 -0.70498
```

The net atomic charges from Mulliken, expressed in e, are: 0.32, -0.25, 0.33, 0.29, -0.23, -0.61, -0.13, -0.03, 0.36, 0.28, 0.32, 0.35



This record from the Open Molecules 2025 dataset describes a gas-phase ion, C4H7O2 (charge +1). The level of theory is the ωB97M-V functional and the def2-TZVPD basis.

Values from the calculation:
Energy above the lowest of the compared OMol25 structures with the same formula, charge and spin (kcal per mole): 48.07
Max |F| (hartree/bohr): 0.139
Lowest unoccupied orbital energy (eV): -4.55
Kohn-Sham gap (eV): 12.37
Total charge: +1
E_HOMO (eV): -16.9

```
13
C4H7O2 | the Open Molecules 2025 dataset | the ωB97M-V functional and the def2-TZVPD basis
H -2.23421 -0.93084 0.28110
H -2.14370 1.25324 1.13467
O 1.07265 1.18887 -0.99960
H 1.73497 -1.06001 1.15494
C -1.52690 1.02620 0.38132
O -0.45548 0.04480 0.44180
H 3.00560 -0.43211 0.16201
C -1.64589 -0.28125 -0.32409
C 2.00544 -0.76551 0.15946
H 2.08659 -1.65277 -0.46144
C 1.11802 0.28364 -0.25448
H -1.63094 -0.54253 -1.30070
H -1.38617 1.86827 -0.37497
```

The net atomic charges from Mulliken, expressed in e, are: 0.25, 0.32, -0.29, 0.36, -0.32, -0.17, 0.36, -0.26, -1.02, 0.33, 0.86, 0.33, 0.25



This record from the Open Molecules 2025 dataset describes a molecular structure, C4H7O2P. The level of theory is the ωB97M-V functional and the def2-TZVPD basis.

Values from the calculation:
Energy above the lowest of the compared OMol25 structures with the same formula, charge and spin (kcal per mole): 44.42
Max |F| (hartree/bohr): 0.104
Lowest unoccupied orbital energy (eV): 0.66
Kohn-Sham gap (eV): 10.32
Total charge: 0
E_HOMO (eV): -9.7

```
14
C4H7O2P | the Open Molecules 2025 dataset | the ωB97M-V functional and the def2-TZVPD basis
C -1.75393 -1.08130 0.18601
H -2.60283 -1.19498 0.81838
H -1.83176 -1.74094 -0.80234
C 0.98819 0.72692 -1.21653
O -2.57615 1.58897 -0.55328
H 1.25922 -0.26808 -1.47670
P -1.42558 0.76428 -0.19173
C 0.44106 1.13992 1.15716
H 0.52772 1.78124 1.93607
H -0.90694 -1.49801 0.90296
O -0.43693 0.86441 -1.47848
H 2.39782 1.31690 0.25194
C 1.33461 1.04888 0.23119
H 1.49818 1.38757 -1.92758
```

The net atomic charges from Mulliken, expressed in e, are: -0.86, 0.35, 0.28, -0.44, -0.62, 0.30, 0.79, -0.79, 0.41, 0.27, -0.35, 0.31, 0.02, 0.32



This record from the Open Molecules 2025 dataset describes 2 unconnected molecules or ions with the total composition C4H7O3. The level of theory is the ωB97M-V functional and the def2-TZVPD basis.

Values from the calculation:
Energy above the lowest of the compared OMol25 structures with the same formula, charge and spin (kcal per mole): 15.16
Max |F| (hartree/bohr): 0.061
Lowest unoccupied orbital energy (eV): 4.22
Kohn-Sham gap (eV): 8.46
Total charge: -1
E_HOMO (eV): -4.2

```
14
C4H7O3 | the Open Molecules 2025 dataset | the ωB97M-V functional and the def2-TZVPD basis
H 0.70589 -1.00425 -0.70398
H -0.24943 1.19409 -0.67252
H -0.63074 1.72172 1.05543
O -0.30772 -1.13615 -1.82691
H 2.56229 -0.12891 2.15981
H 1.46108 1.27404 2.68810
C -0.35709 0.87412 0.38412
H -1.15496 0.11433 0.38096
O 1.32632 -0.83964 0.12130
O -2.43996 -0.47339 -1.29664
C 0.89155 0.20912 0.87384
C -1.57770 -0.98312 -2.07094
H -1.91966 -1.32315 -3.04254
C 1.69014 0.50122 1.94996
```

The net atomic charges from Mulliken, expressed in e, are: 0.54, 0.25, 0.27, -0.74, 0.24, 0.26, -1.00, 0.29, -0.62, -0.66, 0.77, -0.01, 0.42, -1.02



This record from the Open Molecules 2025 dataset describes 2 unconnected molecules or ions with the total composition C4H7O3. The level of theory is the ωB97M-V functional and the def2-TZVPD basis.

Values from the calculation:
Energy above the lowest of the compared OMol25 structures with the same formula, charge and spin (kcal per mole): 31.81
Max |F| (hartree/bohr): 0.060
Lowest unoccupied orbital energy (eV): 4.21
Kohn-Sham gap (eV): 9.02
Total charge: -1
E_HOMO (eV): -4.8

```
14
C4H7O3 | the Open Molecules 2025 dataset | the ωB97M-V functional and the def2-TZVPD basis
C 0.39287 -0.40591 1.12839
C -1.56210 -0.12981 -1.46283
H 3.57949 0.38568 -0.24858
O -0.54997 0.52804 1.63170
H 3.14476 -0.65378 1.27926
H -1.25239 0.60022 0.88250
H 1.10346 0.94207 -0.50154
H -0.08676 -1.19449 0.50810
O -2.07195 0.38403 -0.41371
H 0.89536 -0.82715 2.02796
C 1.46935 0.18290 0.26165
O -0.33364 -0.44917 -1.67347
C 2.78642 -0.10055 0.41423
H -2.25866 -0.23543 -2.35249
```

The net atomic charges from Mulliken, expressed in e, are: -0.47, 0.04, 0.21, -0.64, 0.26, 0.52, 0.18, 0.18, -0.74, 0.30, 0.21, -0.63, -0.77, 0.36



This record from the Open Molecules 2025 dataset describes a gas-phase ion, C4H7O3 (charge +1). The level of theory is the ωB97M-V functional and the def2-TZVPD basis.

Values from the calculation:
Energy above the lowest of the compared OMol25 structures with the same formula, charge and spin (kcal per mole): 7.94
Max |F| (hartree/bohr): 0.081
Lowest unoccupied orbital energy (eV): -3.72
Kohn-Sham gap (eV): 12.79
Total charge: +1
E_HOMO (eV): -16.5

```
14
C4H7O3 | the Open Molecules 2025 dataset | the ωB97M-V functional and the def2-TZVPD basis
C 0.20173 -0.05727 0.40594
H -2.84349 0.11570 0.37953
O 1.23888 -0.32099 1.08663
C -1.93654 0.71811 0.19515
H 3.05213 -0.83853 1.57032
O -0.90066 0.26806 1.12096
H -1.44088 1.20984 -1.79685
H -1.82964 -0.48735 -1.90267
O 0.06624 -0.04502 -0.91681
H 2.50027 -1.81966 0.11572
C -1.32193 0.37251 -1.22961
H 2.96085 -0.06015 0.04672
C 2.50263 -0.80847 0.59159
H -2.24958 1.75323 0.33338
```

The net atomic charges from Mulliken, expressed in e, are: 0.83, 0.28, -0.21, -0.27, 0.27, -0.29, 0.31, 0.30, -0.29, 0.32, -0.27, 0.38, -0.69, 0.32



This record from the Open Molecules 2025 dataset describes a molecular structure, C4H7O3Pr. The level of theory is the ωB97M-V functional and the def2-TZVPD basis.

Values from the calculation:
Max |F| (hartree/bohr): 0.076
Lowest unoccupied orbital energy (alpha / beta) (eV): -10.94 / -9.83
Kohn-Sham gap (alpha / beta) (eV): 7.04 / 8.16
2S+1: 3
Total charge: +2
E_HOMO (alpha / beta) (eV): -18.0 / -18.0

```
15
C4H7O3Pr | the Open Molecules 2025 dataset | the ωB97M-V functional and the def2-TZVPD basis
H -0.22027 -2.34804 -0.05941
C -0.96039 -1.56301 -0.25012
H -1.65058 0.96064 -1.39397
O -2.41182 0.02206 0.48254
O -0.28315 -0.36493 -0.51468
H -1.54310 2.76428 0.14088
O 0.41991 2.13820 0.02526
C -1.79829 -1.16588 0.96560
H -1.78902 -1.42393 -1.17701
H -1.20012 -0.95572 1.86413
C -0.89902 1.90082 0.38920
H -2.58247 -1.90005 1.17647
C -1.49590 0.68822 -0.33970
Pr 1.85265 0.69941 -0.50447
H -0.98483 1.74342 1.48319
```

The net atomic charges from Mulliken, expressed in e, are: 0.37, -0.31, 0.36, -0.32, -0.48, 0.33, -0.54, -0.43, 0.29, 0.24, -0.36, 0.35, 0.17, 2.01, 0.31



Q: What is the formula in the eighth record?
A: C4H7O3Pr